1.
{
  "formula": "C11H26Br3ClN5O9",
  "method": "ωB97M-V/def2-TZVPD",
  "total_energy_ev": -260351.91694,
  "lumo_ha": 0.03830,
  "gap_ev": 7.01,
  "total_charge": -1,
  "symbols": ["Cl", "O", "O", "O", "O", "C", "Br", "Br", "Br", "H", "O", "C", "N", "C", "H", "H", "H", "H", "H", "O", "C", "N", "C", "H", "H", "H", "H", "H", "O", "C", "N", "C", "H", "H", "H", "H", "H", "O", "C", "N", "C", "H", "H", "H", "H", "H", "O", "C", "N", "C", "H", "H", "H", "H", "H"],
  "coordinates": [[-0.291, 0.667, -1.553], [0.805, -0.153, -1.054], [-1.493, 0.373, -0.903], [0.083, 1.977, -1.304], [-0.434, 0.328, -2.953], [2.537, 2.843, 4.623], [2.190, 4.837, 4.611], [2.321, 2.121, 6.376], [4.319, 2.295, 3.863], [1.766, 2.330, 4.049], [5.399, 9.272, -0.411], [4.969, 8.157, -0.700], [5.698, 7.065, -0.371], [3.717, 8.118, -1.468], [5.355, 6.174, -0.700], [6.528, 7.196, 0.189], [3.623, 7.104, -1.857], [3.630, 8.873, -2.250], [2.873, 8.400, -0.839], [7.023, -5.270, -1.915], [5.849, -4.909, -2.040], [5.067, -4.695, -1.035], [5.372, -4.268, -3.385], [4.094, -4.424, -1.055], [5.406, -5.184, -0.218], [5.106, -3.229, -3.189], [4.597, -4.872, -3.856], [6.181, -4.111, -4.099], [-5.604, 6.129, 4.354], [-5.778, 5.008, 4.038], [-5.115, 4.635, 2.911], [-6.698, 4.171, 4.872], [-5.405, 3.779, 2.460], [-4.549, 5.249, 2.342], [-6.189, 3.537, 5.597], [-7.180, 3.518, 4.143], [-7.442, 4.767, 5.401], [-1.134, -7.717, -6.694], [-0.952, -6.517, -6.406], [-0.889, -6.130, -5.158], [-0.669, -5.407, -7.404], [-1.040, -5.180, -4.851], [-0.769, -6.864, -4.475], [0.138, -4.712, -7.175], [-1.579, -4.807, -7.375], [-0.618, -5.709, -8.450], [-4.909, -5.574, 4.452], [-4.552, -4.501, 3.972], [-3.877, -4.354, 2.797], [-5.017, -3.196, 4.670], [-3.554, -3.486, 2.395], [-3.446, -5.191, 2.432], [-4.223, -2.522, 4.991], [-5.629, -3.426, 5.543], [-5.607, -2.511, 4.061]]
}

2.
{
  "formula": "C11H26CoN4O7S",
  "method": "ωB97M-V/def2-TZVPD",
  "relative_energy_kcal_mol": 20.72,
  "total_energy_ev": -80572.52200,
  "s_squared": 3.831,
  "lumo_ha": [0.00302, -0.02049],
  "multiplicity": 4,
  "gap_ev": [4.27, 5.58],
  "symbols": ["O", "H", "Co", "N", "N", "N", "N", "O", "O", "O", "O", "C", "C", "C", "C", "C", "H", "H", "H", "C", "H", "H", "H", "C", "C", "H", "H", "H", "H", "H", "H", "H", "H", "C", "H", "H", "H", "O", "H", "H", "C", "S", "C", "O", "H", "H", "H", "H", "H", "H"],
  "coordinates": [[-1.308, -0.618, -3.068], [-0.859, -0.504, -3.952], [0.776, 0.052, 0.015], [2.029, -1.119, -0.696], [-0.199, -1.632, 0.039], [1.482, 1.780, 0.308], [-0.669, 0.981, 0.904], [3.229, -0.770, -0.554], [2.815, 1.901, 0.363], [-1.787, 0.376, 1.299], [-1.438, -1.793, 0.354], [0.396, -2.696, -0.561], [1.652, -2.360, -1.115], [0.690, 2.829, 0.554], [-0.615, 2.325, 0.956], [2.417, -3.212, -2.039], [2.066, -3.108, -3.070], [2.286, -4.267, -1.812], [3.478, -2.986, -2.005], [-0.315, -4.003, -0.591], [-1.317, -3.968, -1.066], [-0.489, -4.290, 0.464], [0.265, -4.800, -1.088], [1.046, 4.269, 0.333], [-1.745, 3.149, 1.437], [1.646, 4.409, -0.587], [1.602, 4.658, 1.203], [0.119, 4.850, 0.229], [-2.631, 2.525, 1.602], [-2.019, 3.954, 0.743], [-1.472, 3.609, 2.394], [3.185, 0.995, 0.123], [-1.717, -0.572, 0.875], [-2.918, -0.367, -2.792], [-3.629, -1.011, -3.268], [-2.974, 0.638, -3.154], [-2.937, -0.418, -1.699], [0.204, 0.501, -1.662], [-0.610, -0.159, -2.286], [-0.346, 1.296, -1.591], [2.388, -1.624, 3.677], [0.920, -0.804, 3.022], [0.968, 0.791, 3.878], [1.561, -0.452, 1.618], [2.365, -1.819, 4.751], [3.246, -1.006, 3.402], [2.437, -2.580, 3.145], [1.807, 1.350, 3.457], [0.022, 1.303, 3.683], [1.076, 0.680, 4.958]]
}

3.
{
  "formula": "C11H26FIO4PS2",
  "method": "ωB97M-V/def2-TZVPD",
  "relative_energy_kcal_mol": 0.00,
  "total_energy_ev": -61798.87637,
  "lumo_ha": 0.09620,
  "gap_ev": 7.64,
  "total_charge": -1,
  "symbols": ["C", "O", "C", "C", "C", "C", "C", "C", "C", "P", "F", "S", "I", "C", "C", "C", "S", "O", "O", "O", "H", "H", "H", "H", "H", "H", "H", "H", "H", "H", "H", "H", "H", "H", "H", "H", "H", "H", "H", "H", "H", "H", "H", "H", "H", "H"],
  "coordinates": [[3.505, -1.928, 2.369], [3.834, -1.789, 1.007], [2.701, -1.532, 0.193], [3.134, -1.002, -1.158], [1.942, -0.437, -1.953], [1.908, 1.086, -2.186], [2.375, 2.021, -1.069], [1.518, 2.116, 0.197], [0.188, 2.853, -0.010], [-1.361, 1.827, 0.260], [-0.604, 0.514, -0.487], [-2.511, 3.650, 1.027], [-2.259, 2.518, -2.320], [-2.949, 0.830, 0.441], [-2.800, -0.672, 0.242], [-4.080, -1.374, 0.659], [-4.005, -3.137, 0.600], [-5.310, -3.674, 0.829], [-2.864, -3.595, 1.335], [-3.719, -3.423, -0.956], [2.538, -2.434, 2.496], [3.443, -0.952, 2.868], [4.271, -2.537, 2.851], [2.117, -2.458, 0.066], [2.046, -0.806, 0.693], [3.900, -0.240, -0.991], [3.621, -1.810, -1.711], [1.008, -0.731, -1.465], [1.923, -0.907, -2.941], [0.883, 1.357, -2.461], [2.534, 1.311, -3.059], [2.420, 3.029, -1.500], [3.406, 1.775, -0.785], [1.324, 1.121, 0.606], [2.107, 2.643, 0.955], [0.070, 3.650, 0.723], [0.137, 3.311, -0.999], [-0.932, 1.443, 1.574], [-1.900, 3.658, 2.223], [-3.695, 1.241, -0.240], [-3.270, 1.067, 1.459], [-2.595, -0.865, -0.815], [-1.954, -1.057, 0.815], [-4.346, -1.161, 1.701], [-4.935, -1.115, 0.030], [-2.760, -3.386, -1.112]]
}

4.
{
  "formula": "C11H26N3OP2Tl",
  "method": "ωB97M-V/def2-TZVPD",
  "total_energy_ev": -41607.60974,
  "lumo_ha": [0.01879, 0.01876],
  "gap_ev": [3.92, 3.92],
  "symbols": ["C", "C", "C", "C", "C", "Tl", "P", "H", "H", "H", "H", "H", "H", "H", "H", "C", "N", "C", "P", "O", "N", "C", "C", "N", "C", "C", "H", "H", "H", "H", "H", "H", "H", "H", "H", "H", "H", "H", "H", "H", "H", "H", "H", "H"],
  "coordinates": [[-0.540, 0.301, -4.492], [-1.362, 1.306, -3.889], [-0.473, 2.191, -3.200], [0.901, 1.820, -3.507], [0.860, 0.655, -4.304], [-0.150, 0.174, -2.296], [-0.202, -2.004, -1.913], [-0.900, -0.537, -5.093], [-2.450, 1.362, -3.914], [-0.772, 3.072, -2.627], [1.716, 0.110, -4.704], [1.795, 2.349, -3.174], [0.868, -2.863, -2.323], [-1.239, -2.831, -2.454], [-0.294, -2.490, -0.574], [-2.108, -1.425, 1.986], [-1.628, -0.618, 0.862], [-2.500, 0.535, 0.604], [0.139, -0.178, 1.013], [0.600, 0.373, -0.375], [0.605, 1.041, 2.297], [1.721, 1.876, 1.831], [-0.503, 1.892, 2.722], [1.126, -1.694, 1.275], [1.257, -1.989, 2.707], [2.461, -1.598, 0.665], [-3.192, -1.640, 1.872], [-1.941, -0.912, 2.955], [-1.594, -2.407, 1.982], [-2.742, 1.092, 1.529], [-2.045, 1.221, -0.138], [-3.463, 0.176, 0.183], [1.416, 2.497, 0.961], [2.066, 2.546, 2.648], [2.586, 1.256, 1.539], [-0.907, 2.480, 1.871], [-1.288, 1.276, 3.200], [-0.160, 2.599, 3.509], [0.267, -2.083, 3.190], [1.783, -2.958, 2.847], [1.829, -1.192, 3.231], [2.980, -2.577, 0.745], [2.386, -1.366, -0.416], [3.090, -0.836, 1.166]]
}

5.
{
  "formula": "C11H26N7O2S2Ti",
  "method": "ωB97M-V/def2-TZVPD",
  "relative_energy_kcal_mol": 4.38,
  "total_energy_ev": -71131.62569,
  "s_squared": 0.753,
  "lumo_ha": [-0.19555, -0.18942],
  "multiplicity": 2,
  "gap_ev": [7.84, 9.15],
  "total_charge": 2,
  "symbols": ["Ti", "N", "C", "O", "C", "C", "H", "H", "H", "H", "H", "H", "C", "N", "C", "N", "O", "H", "H", "H", "H", "H", "H", "C", "N", "C", "N", "S", "H", "H", "H", "H", "H", "H", "C", "N", "C", "C", "N", "C", "S", "H", "H", "H", "H", "H", "H", "H", "H"],
  "coordinates": [[0.050, -0.625, -0.040], [-0.478, -2.732, 3.312], [-0.595, -2.173, 2.107], [0.100, -1.168, 1.802], [-1.563, -2.715, 1.095], [-1.031, -2.370, -0.317], [0.170, -2.346, 3.984], [-1.034, -3.522, 3.597], [-2.523, -2.205, 1.253], [-1.733, -3.786, 1.242], [-1.888, -2.299, -1.002], [-0.415, -3.214, -0.671], [4.338, 0.196, -0.837], [3.997, -1.197, -1.020], [2.804, -1.697, -0.698], [2.599, -3.015, -0.885], [1.899, -0.966, -0.216], [5.397, 0.272, -0.607], [3.760, 0.589, 0.000], [4.121, 0.781, -1.732], [4.688, -1.790, -1.453], [3.343, -3.624, -1.180], [1.735, -3.433, -0.573], [-2.362, 2.391, -4.519], [-1.205, 1.982, -3.752], [-1.049, 0.807, -3.165], [-1.979, -0.144, -3.270], [0.384, 0.513, -2.286], [-2.202, 3.402, -4.879], [-3.255, 2.394, -3.893], [-2.523, 1.735, -5.375], [-0.440, 2.634, -3.658], [-2.779, -0.016, -3.871], [-1.787, -1.070, -2.914], [-2.363, 1.631, 3.178], [-1.138, 1.821, 2.455], [0.072, 2.282, 3.117], [1.109, 2.306, 1.980], [0.436, 1.579, 0.897], [-0.899, 1.424, 1.216], [-2.012, 0.763, 0.143], [-2.701, 2.574, 3.606], [-2.214, 0.914, 3.988], [-3.124, 1.262, 2.493], [0.345, 1.589, 3.920], [-0.096, 3.264, 3.565], [2.039, 1.802, 2.252], [1.341, 3.328, 1.667], [0.660, 1.869, -0.058]]
}

Repeat the third record exactly.
{
  "formula": "C11H26FIO4PS2",
  "method": "ωB97M-V/def2-TZVPD",
  "relative_energy_kcal_mol": 0.00,
  "total_energy_ev": -61798.87637,
  "lumo_ha": 0.09620,
  "gap_ev": 7.64,
  "total_charge": -1,
  "symbols": ["C", "O", "C", "C", "C", "C", "C", "C", "C", "P", "F", "S", "I", "C", "C", "C", "S", "O", "O", "O", "H", "H", "H", "H", "H", "H", "H", "H", "H", "H", "H", "H", "H", "H", "H", "H", "H", "H", "H", "H", "H", "H", "H", "H", "H", "H"],
  "coordinates": [[3.505, -1.928, 2.369], [3.834, -1.789, 1.007], [2.701, -1.532, 0.193], [3.134, -1.002, -1.158], [1.942, -0.437, -1.953], [1.908, 1.086, -2.186], [2.375, 2.021, -1.069], [1.518, 2.116, 0.197], [0.188, 2.853, -0.010], [-1.361, 1.827, 0.260], [-0.604, 0.514, -0.487], [-2.511, 3.650, 1.027], [-2.259, 2.518, -2.320], [-2.949, 0.830, 0.441], [-2.800, -0.672, 0.242], [-4.080, -1.374, 0.659], [-4.005, -3.137, 0.600], [-5.310, -3.674, 0.829], [-2.864, -3.595, 1.335], [-3.719, -3.423, -0.956], [2.538, -2.434, 2.496], [3.443, -0.952, 2.868], [4.271, -2.537, 2.851], [2.117, -2.458, 0.066], [2.046, -0.806, 0.693], [3.900, -0.240, -0.991], [3.621, -1.810, -1.711], [1.008, -0.731, -1.465], [1.923, -0.907, -2.941], [0.883, 1.357, -2.461], [2.534, 1.311, -3.059], [2.420, 3.029, -1.500], [3.406, 1.775, -0.785], [1.324, 1.121, 0.606], [2.107, 2.643, 0.955], [0.070, 3.650, 0.723], [0.137, 3.311, -0.999], [-0.932, 1.443, 1.574], [-1.900, 3.658, 2.223], [-3.695, 1.241, -0.240], [-3.270, 1.067, 1.459], [-2.595, -0.865, -0.815], [-1.954, -1.057, 0.815], [-4.346, -1.161, 1.701], [-4.935, -1.115, 0.030], [-2.760, -3.386, -1.112]]
}

Q: What is the formula in the fifth record?
A: C11H26N7O2S2Ti